[1]
An isolated molecule of C2H6S2, computed with the ωB97M-V functional and the def2-TZVPD basis.

* gap between HOMO and LUMO: 9.548 eV
* HOMO energy: -8.68 eV
* SMILES string: CSSC
* energy above the lowest of the compared OMol25 structures with the same formula, charge and spin: 7.94 kJ/mol
* LUMO: 0.865 eV

Geometry (Å):
C: 1.80780 -0.59439 -0.62216
S: 1.13844 0.25276 0.83132
S: -0.38618 1.34237 0.08177
C: -1.85355 0.42309 0.59466
H: 1.45746 -1.61953 -0.67775
H: 1.48264 -0.03902 -1.50185
H: 2.88996 -0.55100 -0.66799
H: -2.15122 0.70625 1.59831
H: -2.64934 0.72863 -0.08502
H: -1.73603 -0.64917 0.44869

---

[2]
A cluster of 2 separate species, C2H6SSi in total at a distorted geometry, computed with the ωB97M-V functional and the def2-TZVPD basis.

* gap between HOMO and LUMO (spin up / spin down): 6.779 / 8.996 eV
* HOMO energy (spin up / spin down): -6.90 / -10.11 eV
* energy above the lowest of the compared OMol25 structures with the same formula, charge and spin: 0.00 kJ/mol
* spin multiplicity: 3
* LUMO (spin up / spin down): -0.121 / -1.115 eV

Geometry (Å):
C: 1.02353 1.83356 -0.11803
C: -0.15205 2.43186 0.53748
Si: -0.12223 -2.96718 -0.50447
S: 1.23744 0.28489 -0.50795
H: -0.91311 1.70671 0.85052
H: -0.59865 3.13825 -0.16317
H: 0.18001 3.00350 1.40463
H: -0.30753 -3.06413 0.92975
H: -1.26624 -2.59799 -1.31422
H: 0.91883 -3.76947 -1.11454

---

[3]
A cluster of 36 separate species, C2H75O36 in total at a distorted geometry, computed with the ωB97M-V functional and the def2-TZVPD basis.

* gap between HOMO and LUMO: 7.997 eV
* HOMO energy: -6.81 eV
* total charge: -1
* LUMO: 1.186 eV

Geometry (Å):
C: -1.07311 -0.71172 -0.14340
C: 0.18992 -0.21095 -0.70637
O: 1.26357 -0.38028 0.16840
H: -1.92576 -0.51838 -0.79433
H: -1.38581 -0.01952 0.63838
H: -1.10190 -1.73780 0.22324
H: 0.05450 0.83994 -0.96210
H: 0.31049 -0.65500 -1.69449
O: 0.76760 0.08647 2.97509
H: 1.46282 0.57385 3.41708
H: 1.09336 -0.04160 2.08419
O: -1.78588 -4.33759 -0.14526
H: -0.85453 -4.45276 -0.33382
H: -1.80716 -3.94091 0.72562
O: -2.08246 4.64515 1.60833
H: -1.45021 3.94486 1.76989
H: -2.93302 4.24887 1.79738
O: -1.36672 -1.77087 3.71498
H: -1.64863 -1.55538 4.60398
H: -0.77887 -1.05635 3.46980
O: 0.99159 -3.19493 1.19003
H: 0.90348 -2.31900 0.81424
H: 0.99323 -3.05102 2.13635
O: 2.88756 5.27777 -0.76577
H: 2.49287 4.43942 -0.52575
H: 3.33648 5.56779 0.02832
O: 4.41949 -3.32835 2.44729
H: 4.03855 -2.62878 1.91651
H: 4.15825 -3.11864 3.34396
O: 0.81575 -4.87371 -0.95885
H: 0.97184 -4.32190 -0.19245
H: 1.61068 -4.78469 -1.48458
O: 0.99214 2.23835 -5.66261
H: 0.35143 1.57074 -5.90759
H: 1.51021 2.37623 -6.45560
O: -4.10033 2.61951 2.71242
H: -3.60913 1.91957 2.28225
H: -4.14437 2.35252 3.63057
O: -1.33158 0.58393 -6.31469
H: -1.98013 0.72202 -7.00500
H: -1.72874 -0.07013 -5.73962
O: 3.31659 -3.50328 -2.13332
H: 3.19921 -2.55379 -2.16372
H: 3.48474 -3.69488 -1.21069
O: -0.47507 2.53740 2.77408
H: -0.44245 2.76400 3.70350
H: -0.02528 1.69442 2.71666
O: -1.84811 3.41681 -3.50675
H: -2.01285 2.69002 -4.10749
H: -0.96615 3.25580 -3.17141
O: -3.93884 -2.79607 -1.26503
H: -3.29397 -3.29097 -0.75961
H: -4.62240 -2.57619 -0.63207
O: 1.17691 -3.20133 4.20778
H: 0.26888 -2.89847 4.20868
H: 1.69123 -2.41837 4.40444
O: 4.93179 0.22344 -4.01074
H: 4.86541 1.14431 -3.75811
H: 4.80767 -0.25917 -3.19348
O: 6.73780 -1.40696 0.21726
H: 5.90446 -1.65392 0.61825
H: 6.52520 -1.25444 -0.70348
O: -1.61868 -3.00095 -3.02550
H: -2.26094 -2.62180 -2.42552
H: -1.07691 -3.56400 -2.47260
O: 0.01935 3.67540 -0.95941
H: 0.42653 3.26982 -1.72488
H: 0.32624 3.15225 -0.21889
O: -4.79205 -1.10083 1.07423
H: -5.71141 -0.91785 0.88052
H: -4.30764 -0.42622 0.59833
O: -6.20270 -1.21116 -2.39623
H: -6.11713 -0.25951 -2.45339
H: -5.33938 -1.51322 -2.11397
O: 1.65464 2.80578 -2.87441
H: 2.51190 3.23054 -2.84418
H: 1.54278 2.55603 -3.79166
O: 2.33621 2.81607 0.67390
H: 3.09310 2.60982 1.22237
H: 1.97282 1.96313 0.43582
O: 5.47039 2.33948 2.19016
H: 6.40515 2.40463 2.38561
H: 5.42083 1.72750 1.45582
O: -3.01254 -6.32990 -1.89291
H: -2.88467 -5.47109 -1.49001
H: -2.29538 -6.86423 -1.55173
O: -3.95614 -6.21597 2.58929
H: -3.86856 -5.37534 2.13996
H: -3.05754 -6.47133 2.79793
O: -1.45760 6.06483 -0.88750
H: -1.10933 6.49044 -0.10405
H: -1.32217 5.12993 -0.73302
O: 3.72008 -0.42126 1.43676
H: 3.56235 -0.27361 2.36926
H: 2.84635 -0.51752 1.05787
O: 1.78972 4.22159 3.42460
H: 1.37301 3.90495 2.62315
H: 1.12783 4.09674 4.10470
O: -3.93486 1.52120 -0.41091
H: -3.20548 1.02817 -0.78662
H: -4.00835 2.29941 -0.96338
O: 3.43715 -0.49591 -1.81469
H: 2.82979 -0.60566 -1.08304
H: 2.96816 0.06319 -2.43411
O: -3.36346 -3.34498 2.26183
H: -3.83046 -2.60356 1.87654
H: -2.75603 -2.94786 2.88597
O: -3.92093 4.10118 -1.94533
H: -3.54585 4.81834 -1.43422
H: -3.17201 3.70929 -2.39451
O: 2.92478 1.51018 4.09399
H: 2.84917 2.43648 3.86492
H: 3.70745 1.46182 4.64292

---

[4]
A cluster of 2 separate species, C2H7BrN in total at a distorted geometry, computed with the ωB97M-V functional and the def2-TZVPD basis.

* gap between HOMO and LUMO (spin up / spin down): 10.065 / 8.186 eV
* HOMO energy (spin up / spin down): -14.21 / -15.74 eV
* total charge: +1
* energy above the lowest of the compared OMol25 structures with the same formula, charge and spin: 2.83 kJ/mol
* spin multiplicity: 3
* LUMO (spin up / spin down): -4.149 / -7.554 eV

Geometry (Å):
C: 1.39176 2.09401 -0.45561
C: -0.60187 -0.86419 0.03951
N: -1.08982 -2.23557 0.50277
Br: -1.83516 0.46526 0.25469
H: 0.38236 2.23963 -0.61854
H: 2.07144 2.94673 -0.69807
H: 1.68970 1.24709 -1.17320
H: 1.46054 1.78585 0.55710
H: -1.97547 -2.25215 1.01450
H: -1.19509 -2.80425 -0.40053
H: -0.29838 -2.62242 0.97738

---

[5]
The ion C2H7BrN4 with charge +2 at a distorted geometry, computed with the ωB97M-V functional and the def2-TZVPD basis.

* gap between HOMO and LUMO (spin up / spin down): 8.683 / 7.246 eV
* HOMO energy (spin up / spin down): -18.74 / -20.00 eV
* total charge: +2
* energy above the lowest of the compared OMol25 structures with the same formula, charge and spin: 0.00 kJ/mol
* spin multiplicity: 3
* LUMO (spin up / spin down): -10.055 / -12.757 eV

Geometry (Å):
C: 0.01655 0.82305 0.51130
C: 2.10066 -0.14192 -0.16991
N: -1.18764 1.29048 0.24006
N: 0.66116 -0.29220 0.18099
N: 0.02506 -1.45809 -0.09627
N: -2.51699 0.93704 -0.05289
Br: -3.66887 -0.54182 0.29657
H: 0.51358 1.75172 0.77451
H: 2.60733 -1.14523 -0.50034
H: 2.16066 0.63203 -0.86723
H: 2.46029 0.27420 0.79909
H: 0.55476 -2.27044 -0.42282
H: -0.98967 -1.61206 -0.01700
H: -2.73689 1.75323 -0.67606

---

[6]
A structure of composition C2H7CaO3 at a distorted geometry, computed with the ωB97M-V functional and the def2-TZVPD basis.

* gap between HOMO and LUMO (spin up / spin down): 3.549 / 2.402 eV
* HOMO energy (spin up / spin down): -4.80 / -4.61 eV
* energy above the lowest of the compared OMol25 structures with the same formula, charge and spin: 551.68 kJ/mol
* spin multiplicity: 2
* LUMO (spin up / spin down): -1.246 / -2.204 eV

Geometry (Å):
O: 1.30515 -0.35372 -0.24690
Ca: 2.77834 1.12332 -0.37369
H: 0.34523 -0.11644 -0.50679
C: 1.32696 -1.74106 0.31855
H: 2.37414 -1.93451 0.58271
H: 0.64398 -1.74201 1.17881
H: 0.96766 -2.41403 -0.47151
O: 1.26561 -4.49676 1.48120
C: 1.10986 -6.37404 0.12593
O: 1.98863 -5.59035 0.88899
H: 0.65673 -5.77814 -0.68391
H: 1.70505 -7.19260 -0.30472
H: 0.31266 -6.79078 0.76070

---

[7]
A structure of composition C2H7CeO3 at a distorted geometry, computed with the ωB97M-V functional and the def2-TZVPD basis.

* gap between HOMO and LUMO (spin up / spin down): 5.805 / 5.929 eV
* HOMO energy (spin up / spin down): -16.17 / -16.18 eV
* total charge: +2
* energy above the lowest of the compared OMol25 structures with the same formula, charge and spin: 0.00 kJ/mol
* spin multiplicity: 2
* LUMO (spin up / spin down): -10.369 / -10.251 eV

Geometry (Å):
O: 0.08504 0.45791 1.24277
C: -1.24239 0.59714 0.89055
C: -1.65045 -0.37896 -0.20541
O: -2.99855 -0.75683 0.00169
H: 3.88861 0.79983 -1.56356
H: -1.43970 1.62397 0.52355
H: -1.91284 0.43846 1.75890
H: -0.98500 -1.26088 -0.17069
H: -1.52397 0.10748 -1.18883
H: -3.18100 -1.56968 -0.47531
Ce: 2.27842 0.02167 0.82457
O: 3.94110 0.22743 -0.78285
H: 4.74072 -0.30754 -0.85537

---

[8]
An isolated molecule of C2H7ClNOPS at a distorted geometry, computed with the ωB97M-V functional and the def2-TZVPD basis.

* gap between HOMO and LUMO: 10.057 eV
* HOMO energy: -9.61 eV
* SMILES string: CN[P@@](=O)(Cl)SC
* energy above the lowest of the compared OMol25 structures with the same formula, charge and spin: 22.93 kJ/mol
* LUMO: 0.447 eV

Geometry (Å):
C: 0.01874 0.83183 2.46613
N: 0.40955 1.12848 1.10152
P: -0.29260 0.22787 -0.13958
O: -1.39924 -0.68734 0.38339
Cl: -1.17471 1.51775 -1.39400
S: 1.22389 -0.86444 -1.09647
C: 0.17395 -1.31679 -2.50785
H: -0.76763 1.57316 2.69541
H: -0.49251 -0.15830 2.50998
H: 1.03040 0.71115 3.11342
H: 1.31272 1.41740 1.00978
H: -0.82386 -1.20559 -2.05250
H: 0.38543 -2.41153 -2.60950
H: 0.39586 -0.76364 -3.47973

---

[9]
An isolated molecule of C2H7ClNP at a distorted geometry, computed with the ωB97M-V functional and the def2-TZVPD basis.

* gap between HOMO and LUMO: 10.317 eV
* HOMO energy: -9.42 eV
* SMILES string: N[C@H](Cl)CP
* energy above the lowest of the compared OMol25 structures with the same formula, charge and spin: 102.91 kJ/mol
* LUMO: 0.894 eV

Geometry (Å):
N: 0.31052 -1.60627 -0.09008
C: -0.71689 -0.80878 0.36413
Cl: -2.30716 -1.28914 -0.26164
C: -0.47147 0.94910 0.18740
P: 0.83948 1.24756 -1.06971
H: 0.58156 -1.49198 -0.97980
H: 1.14342 -1.48986 0.44211
H: -0.77541 -0.94141 1.40565
H: -0.13055 1.27730 1.12480
H: -1.57324 1.20878 -0.01464
H: 1.78935 0.46235 -0.46008
H: 1.31038 2.48236 -0.64813